# 1
{
  "formula": "C4H5NO",
  "method": "the ωB97M-V functional and the def2-TZVPD basis",
  "charge": 0,
  "energy_ha": -285.3042,
  "spin_multiplicity": 1,
  "orbital_gap_ev": 8.969,
  "elements": ["C", "C", "O", "C", "N", "C", "H", "H", "H", "H", "H"],
  "xyz": [[0.09, -0.68, 0.78], [0.72, -1.44, -0.38], [0.76, -1.01, -1.51], [-1.48, 1.93, -0.93], [-0.62, 1.41, -0.22], [0.11, 0.82, 0.63], [-0.95, -1.04, 0.87], [0.61, -0.98, 1.70], [1.11, -2.46, -0.15], [-1.19, 2.03, -1.98], [0.84, 1.41, 1.18]]
}

# 2
{
  "formula": "C4H5NO",
  "method": "the ωB97M-V functional and the def2-TZVPD basis",
  "charge": 0,
  "energy_ha": -285.2845,
  "spin_multiplicity": 1,
  "smiles": "[H]/N=c1/cc1CO",
  "orbital_gap_ev": 10.246,
  "elements": ["C", "C", "C", "C", "N", "O", "H", "H", "H", "H", "H"],
  "xyz": [[0.57, 0.52, 1.17], [-0.07, -0.03, 0.12], [-0.56, 1.22, 0.71], [0.04, -1.03, -0.92], [-1.22, 2.27, 0.70], [1.11, -2.02, -0.72], [1.32, 0.44, 1.99], [0.01, -0.50, -1.90], [-0.91, -1.59, -1.01], [-1.84, 2.23, -0.12], [1.56, -1.50, -0.01]]
}

Repeat the second record exactly.
{
  "formula": "C4H5NO",
  "method": "the ωB97M-V functional and the def2-TZVPD basis",
  "charge": 0,
  "energy_ha": -285.2845,
  "spin_multiplicity": 1,
  "smiles": "[H]/N=c1/cc1CO",
  "orbital_gap_ev": 10.246,
  "elements": ["C", "C", "C", "C", "N", "O", "H", "H", "H", "H", "H"],
  "xyz": [[0.57, 0.52, 1.17], [-0.07, -0.03, 0.12], [-0.56, 1.22, 0.71], [0.04, -1.03, -0.92], [-1.22, 2.27, 0.70], [1.11, -2.02, -0.72], [1.32, 0.44, 1.99], [0.01, -0.50, -1.90], [-0.91, -1.59, -1.01], [-1.84, 2.23, -0.12], [1.56, -1.50, -0.01]]
}

- Look up the charge of the second one.
  0

- What is the charge in the first record?
  0

Please write out number 2 again, unchanged.
{
  "formula": "C4H5NO",
  "method": "the ωB97M-V functional and the def2-TZVPD basis",
  "charge": 0,
  "energy_ha": -285.2845,
  "spin_multiplicity": 1,
  "smiles": "[H]/N=c1/cc1CO",
  "orbital_gap_ev": 10.246,
  "elements": ["C", "C", "C", "C", "N", "O", "H", "H", "H", "H", "H"],
  "xyz": [[0.57, 0.52, 1.17], [-0.07, -0.03, 0.12], [-0.56, 1.22, 0.71], [0.04, -1.03, -0.92], [-1.22, 2.27, 0.70], [1.11, -2.02, -0.72], [1.32, 0.44, 1.99], [0.01, -0.50, -1.90], [-0.91, -1.59, -1.01], [-1.84, 2.23, -0.12], [1.56, -1.50, -0.01]]
}